2 unconnected molecules or ions with the total composition C6H14N2O2, computed with the ωB97M-V functional and the def2-TZVPD basis.

Geometry as XYZ:
```
24
Properties=species:S:1:pos:R:3
C -1.52 2.13 1.09
N -0.24 1.98 1.73
C 0.84 1.23 1.24
C 1.92 1.00 2.29
O 0.80 0.72 0.15
H -1.74 3.16 0.81
H -1.76 1.46 0.28
H -2.35 1.89 1.78
H -0.25 2.30 2.68
H 1.67 0.02 2.66
H 2.92 1.17 1.95
H 1.86 1.73 3.08
C -1.12 0.06 -2.31
N -0.14 -1.01 -2.17
C -0.20 -1.78 -1.05
C 0.96 -2.58 -0.56
O -1.29 -2.03 -0.52
H -1.76 0.16 -1.43
H -0.58 1.00 -2.38
H -1.74 -0.14 -3.22
H 0.68 -0.78 -2.69
H 1.92 -1.98 -0.64
H 0.80 -2.98 0.44
H 1.12 -3.40 -1.26
```

Results
Frontier orbital gap = 9.91 eV
Energy relative to the best compared isomer or geometry (same formula, charge and spin) = 28.07 kcal per mole
HOMO energy = -9.114 eV
SMILES = CNC(C)=O.CNC(C)=O
LUMO level = 0.8 eV
Total charge = 0
Total energy = -13524.407 eV

Mulliken atomic charges, in units of e: C -0.679; N -0.176; C 0.651; C -1.086; O -0.560; H 0.301; H 0.047; H 0.340; H 0.232; H 0.249; H 0.343; H 0.360; C -0.793; N -0.164; C 0.770; C -1.088; O -0.654; H 0.116; H 0.326; H 0.319; H 0.264; H 0.262; H 0.267; H 0.353



2 unconnected molecules or ions with the total composition C6H14N2O2, computed with the ωB97M-V functional and the def2-TZVPD basis.

Geometry as XYZ:
```
24
Properties=species:S:1:pos:R:3
C 1.02 0.17 -2.41
N 0.40 1.03 -1.38
C -0.53 1.95 -1.84
C -1.10 2.85 -0.77
O -0.76 2.14 -3.01
H 0.56 0.46 -3.35
H 2.08 0.37 -2.34
H 0.88 -0.90 -2.30
H 0.16 0.58 -0.51
H -0.57 2.78 0.16
H -1.18 3.85 -1.21
H -2.17 2.64 -0.75
C -1.45 -2.23 0.78
N -0.27 -1.47 1.11
C 0.45 -1.62 2.25
C 1.58 -0.64 2.40
O 0.29 -2.55 3.03
H -1.40 -2.69 -0.21
H -1.55 -3.02 1.52
H -2.39 -1.71 0.99
H -0.04 -0.73 0.48
H 1.35 0.40 2.63
H 2.31 -0.98 3.14
H 2.32 -0.65 1.59
```

Results
Frontier orbital gap = 10.52 eV
Energy relative to the best compared isomer or geometry (same formula, charge and spin) = 32.49 kcal per mole
HOMO energy = -10.028 eV
SMILES = CNC(C)=O.CNC(C)=O
LUMO level = 0.5 eV
Total charge = 0
Total energy = -13524.216 eV

Mulliken atomic charges, in units of e: C -0.896; N -0.159; C 0.702; C -1.038; O -0.616; H 0.370; H 0.291; H 0.292; H 0.136; H 0.285; H 0.331; H 0.279; C -1.014; N 0.046; C 0.802; C -1.166; O -0.622; H 0.312; H 0.357; H 0.320; H 0.056; H 0.296; H 0.338; H 0.301



2 unconnected molecules or ions with the total composition C6H14N2O2, computed with the ωB97M-V functional and the def2-TZVPD basis.

Geometry as XYZ:
```
24
Properties=species:S:1:pos:R:3
C 0.19 1.92 -2.67
N -0.54 1.36 -1.54
C -1.61 2.10 -1.10
C -2.38 1.49 0.02
O -1.87 3.18 -1.59
H 0.89 2.69 -2.34
H 0.84 1.16 -3.12
H -0.54 2.20 -3.42
H -0.28 0.49 -1.12
H -1.89 0.65 0.51
H -2.63 2.23 0.78
H -3.36 1.21 -0.40
C 2.50 -0.90 2.35
N 1.73 -1.92 1.60
C 0.68 -1.50 0.82
C -0.33 -2.57 0.47
O 0.59 -0.34 0.46
H 2.40 -1.00 3.42
H 3.53 -0.99 2.02
H 2.09 0.05 2.03
H 1.74 -2.88 1.85
H -1.36 -2.23 0.39
H -0.14 -2.98 -0.52
H -0.25 -3.43 1.11
```

Results
Frontier orbital gap = 9.50 eV
Energy relative to the best compared isomer or geometry (same formula, charge and spin) = 14.47 kcal per mole
HOMO energy = -8.944 eV
SMILES = CNC(C)=O.CNC(C)=O
LUMO level = 0.6 eV
Total charge = 0
Total energy = -13524.997 eV

Mulliken atomic charges, in units of e: C -0.976; N -0.053; C 0.665; C -0.811; O -0.653; H 0.270; H 0.353; H 0.307; H 0.260; H 0.174; H 0.300; H 0.230; C -0.833; N -0.238; C 0.860; C -1.107; O -0.735; H 0.300; H 0.282; H 0.297; H 0.187; H 0.285; H 0.284; H 0.351



2 unconnected molecules or ions with the total composition C6H14N2O2, computed with the ωB97M-V functional and the def2-TZVPD basis.

Geometry as XYZ:
```
24
Properties=species:S:1:pos:R:3
C -1.72 1.17 -2.35
N -1.19 0.15 -1.36
C -1.36 -1.11 -2.00
C -0.67 -2.32 -1.31
O -2.05 -1.14 -3.00
H -1.54 0.65 -3.42
H -2.85 1.29 -2.20
H -1.17 2.05 -2.36
H -0.34 0.43 -0.83
H 0.28 -1.89 -0.97
H -1.43 -2.38 -0.54
H -0.48 -3.20 -2.12
C 0.87 -1.35 1.74
N 1.23 0.03 1.43
C 0.77 1.17 2.26
C 1.52 2.39 1.86
O -0.18 1.09 3.01
H -0.10 -1.62 2.20
H 0.97 -2.02 0.80
H 1.67 -1.73 2.43
H 2.32 0.07 1.47
H 2.45 2.37 2.41
H 1.91 2.52 0.65
H 1.08 3.38 2.20
```

Results
Frontier orbital gap = 10.02 eV
Energy relative to the best compared isomer or geometry (same formula, charge and spin) = 77.22 kcal per mole
HOMO energy = -9.554 eV
SMILES = CNC(C)=O.CNC(C)=O
LUMO level = 0.5 eV
Total charge = 0
Total energy = -13522.276 eV

Mulliken atomic charges, in units of e: C -0.814; N -0.178; C 0.521; C -0.651; O -0.595; H 0.241; H 0.205; H 0.403; H 0.214; H 0.090; H 0.309; H 0.274; C -0.909; N -0.236; C 0.678; C -1.083; O -0.554; H 0.309; H 0.214; H 0.359; H 0.293; H 0.321; H 0.247; H 0.343



2 unconnected molecules or ions with the total composition C6H14N2O2, computed with the ωB97M-V functional and the def2-TZVPD basis.

Geometry as XYZ:
```
24
Properties=species:S:1:pos:R:3
C 3.68 -0.67 -1.16
N 2.46 0.11 -0.74
C 1.96 0.14 0.57
C 1.27 1.54 0.87
O 2.12 -0.69 1.38
H 3.92 -1.32 -0.18
H 3.38 -1.45 -2.04
H 4.49 0.21 -1.32
H 2.63 1.30 -0.96
H 1.60 2.50 0.25
H 1.71 1.80 1.91
H 0.14 1.37 0.85
C -3.36 1.12 -0.47
N -3.08 -0.12 0.16
C -2.02 -0.79 -0.22
C -1.54 -1.89 0.67
O -1.31 -0.64 -1.15
H -2.44 1.68 -1.06
H -4.28 1.12 -1.16
H -3.49 1.91 0.47
H -3.99 -0.63 0.69
H -2.32 -2.48 1.37
H -0.72 -1.53 1.34
H -0.81 -2.61 -0.09
```

Results
Frontier orbital gap = 10.16 eV
Energy relative to the best compared isomer or geometry (same formula, charge and spin) = 120.83 kcal per mole
HOMO energy = -9.481 eV
SMILES = CNC(C)=O.CNC(C)=O
LUMO level = 0.7 eV
Total charge = 0
Total energy = -13520.385 eV

Mulliken atomic charges, in units of e: C -0.625; N -0.289; C 0.569; C -0.809; O -0.556; H 0.243; H 0.209; H 0.245; H 0.316; H 0.374; H 0.271; H 0.068; C -0.795; N -0.208; C 0.522; C -0.775; O -0.553; H 0.246; H 0.295; H 0.262; H 0.319; H 0.285; H 0.156; H 0.229



2 unconnected molecules or ions with the total composition C6H14N2O2, computed with the ωB97M-V functional and the def2-TZVPD basis.

Geometry as XYZ:
```
24
Properties=species:S:1:pos:R:3
C -1.11 -2.66 0.28
C 2.32 -0.92 0.12
C 0.31 -2.28 0.58
O 0.75 -2.42 1.71
N 0.99 -1.41 -0.26
H -1.23 -3.74 0.24
H 0.71 -1.36 -1.23
H 2.26 -0.81 1.19
H -1.75 -2.06 0.88
H -1.40 -2.50 -0.77
H 3.05 -1.72 0.00
H 2.60 -0.05 -0.48
C 0.85 2.99 0.13
C -2.03 0.62 -0.56
C -1.38 1.93 -0.28
O -1.85 3.03 -0.35
N 0.04 1.83 0.04
H 0.50 0.90 0.03
H 0.20 3.85 -0.04
H -2.73 0.26 0.20
H 1.07 3.10 1.20
H 1.65 2.87 -0.59
H -2.56 0.69 -1.51
H -1.27 -0.15 -0.52
```

Results
Frontier orbital gap (alpha / beta) = 9.68 / 4.41 eV
Energy relative to the best compared isomer or geometry (same formula, charge and spin) = 38.31 kcal per mole
HOMO energy (alpha / beta) = -13.229 / -13.228 eV
2S+1 = 2
LUMO level (alpha / beta) = -3.5 / -8.8 eV
Total charge = +1
Total energy = -13515.099 eV

Mulliken atomic charges, in units of e: C -1.126; C -0.995; C 0.784; O -0.586; N -0.303; H 0.350; H 0.246; H 0.412; H 0.270; H 0.363; H 0.329; H 0.300; C -0.830; C -0.297; C 0.621; O -0.401; N 0.206; H 0.229; H 0.394; H 0.316; H 0.363; H 0.358; H 0.338; H -0.341



3 unconnected molecules or ions with the total composition C6H14N2O2, computed with the ωB97M-V functional and the def2-TZVPD basis.

Geometry as XYZ:
```
24
Properties=species:S:1:pos:R:3
C 2.78 1.21 1.32
C 1.45 0.68 0.75
C 0.19 0.95 1.62
C -1.01 0.52 0.88
C -2.13 1.17 0.29
N -2.92 0.25 -0.27
C -2.41 -0.96 0.02
N -1.37 -0.84 0.85
H 2.47 2.20 1.71
H 3.62 1.20 0.60
H 3.04 0.55 2.12
H 1.42 -0.37 0.51
H 1.31 1.27 -0.15
H 0.35 0.18 2.45
H 0.25 1.94 2.13
H -2.35 2.30 0.21
H -2.92 -1.86 -0.26
H -0.67 -1.56 0.80
H 0.00 -2.35 -1.66
H 1.26 -1.72 -2.36
O 0.89 -2.52 -1.98
H -1.48 -0.34 -3.61
H -0.93 -1.43 -3.09
O -0.84 -0.49 -2.89
```

Results
Frontier orbital gap (alpha / beta) = 10.68 / 7.23 eV
Energy relative to the best compared isomer or geometry (same formula, charge and spin) = 37.86 kcal per mole
HOMO energy (alpha / beta) = -14.732 / -14.931 eV
2S+1 = 2
LUMO level (alpha / beta) = -4.1 / -7.7 eV
Total charge = +1
Total energy = -13515.118 eV

Mulliken atomic charges, in units of e: C -1.219; C -0.404; C -0.618; C 0.489; C -0.271; N -0.374; C -0.155; N -0.077; H 0.319; H 0.347; H 0.331; H 0.390; H 0.348; H 0.283; H 0.483; H 0.348; H 0.439; H 0.351; H 0.224; H 0.350; O -0.591; H 0.308; H 0.308; O -0.606



2 unconnected molecules or ions with the total composition C6H14N2O2, computed with the ωB97M-V functional and the def2-TZVPD basis.

Geometry as XYZ:
```
24
Properties=species:S:1:pos:R:3
C 0.84 2.91 -0.43
C 2.34 -0.53 -0.58
C 1.20 1.53 -0.06
O 0.41 0.85 0.60
N 2.24 0.92 -0.67
H -0.21 3.29 -0.25
H 0.93 3.00 -1.54
H 2.94 1.37 -1.39
H 2.24 -0.85 0.45
H 1.45 3.73 0.28
H 1.61 -0.98 -1.26
H 3.44 -0.74 -0.84
C -1.98 -1.68 2.22
C -1.51 -0.60 -1.33
C -1.34 -1.45 -0.13
O -1.24 -2.70 -0.05
N -1.49 -0.80 1.11
H -0.64 -0.24 1.40
H -2.68 -2.53 1.72
H -1.28 -2.13 2.88
H -1.49 -1.34 -2.31
H -2.59 -1.00 2.95
H -2.55 -0.20 -1.35
H -0.64 0.17 -1.43
```

Results
Frontier orbital gap (alpha / beta) = 9.96 / 5.75 eV
Energy relative to the best compared isomer or geometry (same formula, charge and spin) = 59.82 kcal per mole
HOMO energy (alpha / beta) = -13.731 / -13.724 eV
2S+1 = 2
LUMO level (alpha / beta) = -3.8 / -8.0 eV
Total charge = +1
Total energy = -13514.166 eV

Mulliken atomic charges, in units of e: C -1.154; C -0.696; C 0.596; O -0.754; N -0.194; H 0.313; H 0.366; H 0.320; H 0.261; H 0.294; H 0.237; H 0.317; C -0.729; C -0.926; C 0.737; O -0.402; N 0.149; H 0.445; H 0.331; H 0.350; H 0.318; H 0.313; H 0.381; H 0.130



2 unconnected molecules or ions with the total composition C6H14N2O2, computed with the ωB97M-V functional and the def2-TZVPD basis.

Geometry as XYZ:
```
24
Properties=species:S:1:pos:R:3
C -1.24 -1.03 2.43
C 1.19 1.74 1.48
C -0.14 -0.31 1.66
O 0.68 -0.93 0.99
N 0.00 1.00 1.99
H -1.05 -0.79 3.49
H -0.70 1.45 2.55
H 1.38 1.48 0.43
H -2.27 -0.79 2.47
H -1.13 -2.10 2.35
H 1.02 2.85 1.48
H 2.03 1.27 2.02
C 1.71 -0.75 -2.61
C -1.71 0.01 -1.20
C -0.59 0.00 -2.14
O -0.63 0.30 -3.32
N 0.71 -0.28 -1.68
H 1.05 -0.32 -0.69
H 1.71 -0.38 -3.64
H -2.64 -0.36 -1.70
H 2.71 -0.62 -2.19
H 1.34 -1.80 -2.80
H -1.51 -0.71 -0.41
H -1.91 1.07 -0.95
```

Results
Frontier orbital gap (alpha / beta) = 10.52 / 5.86 eV
Energy relative to the best compared isomer or geometry (same formula, charge and spin) = 26.48 kcal per mole
HOMO energy (alpha / beta) = -13.810 / -13.801 eV
2S+1 = 2
LUMO level (alpha / beta) = -3.3 / -7.9 eV
Total charge = +1
Total energy = -13515.612 eV

Mulliken atomic charges, in units of e: C -1.435; C -0.647; C 0.792; O -0.738; N -0.152; H 0.434; H 0.230; H 0.150; H 0.402; H 0.367; H 0.338; H 0.311; C -0.803; C -0.752; C 0.532; O -0.431; N 0.202; H 0.253; H 0.373; H 0.364; H 0.328; H 0.366; H 0.243; H 0.273



2 unconnected molecules or ions with the total composition C6H14N3, computed with the ωB97M-V functional and the def2-TZVPD basis.

Geometry as XYZ:
```
23
Properties=species:S:1:pos:R:3
C -2.35 -0.77 0.65
C -2.20 -0.50 -0.87
C -1.04 -0.79 1.33
C -1.62 0.89 -0.97
C -0.13 0.38 0.90
C 2.90 0.58 -1.11
N -0.44 1.10 -0.11
N 2.86 -0.54 0.95
N 3.50 0.04 -0.06
H -3.03 0.04 1.06
H -2.78 -1.79 0.89
H -1.48 -1.21 -1.22
H -3.21 -0.83 -1.37
H -1.12 -0.85 2.40
H -0.38 -1.59 0.96
H -1.18 1.16 -1.88
H -2.54 1.51 -0.73
H 1.79 0.76 -1.14
H 0.89 0.41 1.31
H 3.51 1.02 -1.95
H 0.17 1.74 -0.60
H 3.40 -0.85 1.71
H 4.48 0.08 -0.16
```

Results
Frontier orbital gap = 7.67 eV
Energy relative to the best compared isomer or geometry (same formula, charge and spin) = 84.66 kcal per mole
HOMO energy = -11.559 eV
LUMO level = -3.9 eV
Total charge = +1
Total energy = -10909.463 eV

Mulliken atomic charges, in units of e: C -0.613; C -0.595; C -0.541; C -0.569; C -0.129; C -0.286; N -0.116; N -0.763; N 0.300; H 0.316; H 0.309; H 0.359; H 0.281; H 0.389; H 0.313; H 0.426; H 0.285; H 0.042; H 0.493; H 0.250; H 0.445; H 0.164; H 0.238



A gas-phase ion, C6H14N3 (charge +1), computed with the ωB97M-V functional and the def2-TZVPD basis.

Geometry as XYZ:
```
23
Properties=species:S:1:pos:R:3
H 2.20 -2.46 -0.58
N 1.23 -2.07 -0.61
C 1.02 -0.90 -0.32
C -0.78 -0.58 -0.03
C -1.38 -1.74 0.66
N -1.23 0.52 -0.45
C -2.63 0.89 -0.43
C 1.84 0.38 -0.21
C 1.76 0.79 1.27
N 1.31 1.45 -1.04
H -0.53 -2.55 0.70
H -1.77 -1.66 1.69
H -2.30 -2.06 0.13
H -0.68 1.19 -1.07
H -3.12 0.32 0.36
H -3.04 0.54 -1.29
H -2.74 1.86 -0.04
H 2.83 0.13 -0.38
H 1.49 -0.19 1.79
H 0.84 1.37 1.56
H 2.66 1.32 1.46
H 1.11 1.15 -2.08
H 1.91 2.32 -1.08
```

Results
Frontier orbital gap = 9.92 eV
Energy relative to the best compared isomer or geometry (same formula, charge and spin) = 66.29 kcal per mole
HOMO energy = -13.674 eV
SMILES = [H]/N=C(/C(C)=[NH+]/C)[C@H](C)N
LUMO level = -3.8 eV
Total charge = +1
Total energy = -10910.260 eV

Mulliken atomic charges, in units of e: H 0.269; N -0.627; C 0.079; C 0.777; C -1.321; N -0.129; C -1.153; C 0.357; C -1.299; N -0.725; H 0.335; H 0.371; H 0.427; H 0.325; H 0.417; H 0.431; H 0.388; H 0.528; H 0.314; H 0.294; H 0.420; H 0.280; H 0.243



2 unconnected molecules or ions with the total composition C6H14N3O2S, computed with the ωB97M-V functional and the def2-TZVPD basis.

Geometry as XYZ:
```
26
Properties=species:S:1:pos:R:3
C 1.56 -1.42 1.83
C 0.42 -1.31 2.89
C 0.36 1.08 2.50
C 1.67 0.93 1.53
C -2.07 -0.78 -2.66
C -0.74 1.17 -3.42
N -0.35 -0.17 2.58
N 1.93 -0.40 1.24
N -1.03 0.21 -2.35
O -0.38 -0.58 0.02
O 1.31 0.47 -1.28
S 0.16 -0.44 -1.29
H 2.18 -2.31 1.51
H -0.12 -2.22 2.74
H 0.82 -1.18 3.92
H 0.69 1.39 3.47
H -0.36 1.67 2.05
H 1.47 1.62 0.69
H 2.59 1.39 1.87
H -3.05 -0.22 -2.89
H -1.86 -1.42 -3.52
H -2.28 -1.28 -1.78
H 0.17 0.81 -3.90
H -1.62 1.06 -4.12
H -0.68 2.24 -3.16
H -0.80 -0.31 1.54
```

Results
Frontier orbital gap (alpha / beta) = 7.32 / 6.65 eV
Energy relative to the best compared isomer or geometry (same formula, charge and spin) = 111.34 kcal per mole
HOMO energy (alpha / beta) = -13.236 / -13.113 eV
LUMO level (alpha / beta) = -5.9 / -6.5 eV
Total charge = +1
Total energy = -25837.736 eV

Mulliken atomic charges, in units of e: C -0.057; C -0.471; C -0.627; C -0.337; C -1.017; C -0.787; N -0.348; N -0.181; N 0.120; O -0.516; O -0.537; S 0.645; H 0.429; H 0.307; H 0.358; H 0.301; H 0.414; H 0.187; H 0.523; H 0.381; H 0.341; H 0.389; H 0.320; H 0.371; H 0.248; H 0.543